Entry 1:
An isolated ion of composition C7H9N and charge +1 in a non-equilibrium geometry. Source: the OMol25 dataset; level of theory: ωB97M-V/def2-TZVPD.

The geometry in XYZ format:
```
17
Properties=species:S:1:pos:R:3:forces:R:3
C 0.920198 -0.544687 -1.044020 -0.4 0.2 0.9
C 1.946049 -0.489309 -0.156533 -0.1 -0.6 -0.7
N 1.452175 -0.099442 1.074403 -0.9 1.2 0.1
C 0.161148 0.286477 0.980180 1.1 -1.0 0.8
C -0.249513 -0.036227 -0.338233 0.2 0.3 -1.6
C -1.472733 0.338951 -0.955318 0.1 -1.1 0.1
C -1.819160 -0.243137 -2.140697 0.4 0.8 -0.5
C -0.606923 0.614611 2.183794 -0.4 -0.3 0.8
H 0.931541 -0.872088 -2.064891 0.2 0.1 -0.1
H 3.000130 -0.685942 -0.264028 0.0 -0.1 -0.1
H 2.020740 0.034018 1.894226 0.0 0.0 0.2
H -2.151490 1.023014 -0.461300 0.1 0.2 -0.1
H -1.276370 -1.085708 -2.540312 0.2 -0.1 0.1
H -2.503542 0.221666 -2.836164 -0.6 -0.2 0.4
H -0.849718 1.665272 2.351322 0.3 0.1 -0.2
H -0.025205 0.229766 3.021951 -0.1 0.3 0.2
H -1.560000 0.075759 2.224468 0.1 0.1 -0.3
```
Forces are in eV/Å.

The energy above the lowest of the compared OMol25 structures with the same formula, charge and spin comes out at 95.2 kJ/mol. The max |F| comes out at 1.68 eV/A. The total energy is -8886.721 eV. Its expectation value of S² is 0.79. The total charge is +1. The spin multiplicity is 2. The calculation puts the LUMO energy (alpha / beta) at -0.146 / -0.257 Ha. The calculation puts the HOMO-LUMO gap (alpha / beta) at 9.56 / 6.77 eV. The value obtained for the highest occupied orbital energy (alpha / beta) is -13.52 / -13.75 eV.


Entry 2:
A 2-piece molecular cluster, C7H9N2O overall in a non-equilibrium geometry. Source: the OMol25 dataset; level of theory: ωB97M-V/def2-TZVPD.

The geometry in XYZ format:
```
19
Properties=species:S:1:pos:R:3:forces:R:3
C -0.637629 0.156831 -1.945106 -1.1 4.8 -0.2
C -0.500207 1.189337 -1.026914 0.0 -0.5 -4.0
C -0.656968 -1.149367 -1.539639 0.4 -2.5 0.0
C -0.299325 -1.398777 -0.151489 -0.5 -1.4 0.7
C -0.065389 -0.326507 0.701543 0.4 -2.2 2.0
C 1.581066 2.426381 3.479935 -0.6 -0.8 0.6
C 2.055651 2.408259 2.371420 -1.8 0.1 4.1
N -0.130775 0.916553 0.245369 0.5 -0.3 2.1
N -0.941219 -2.170675 -2.403308 0.1 2.0 -2.5
O -0.294238 -2.683627 0.266503 -0.2 1.4 -0.9
H -0.990282 0.481768 -2.953103 0.6 -0.6 0.8
H -0.438718 2.234207 -1.280181 -0.4 0.0 -0.3
H 1.095197 2.246893 4.473360 0.9 0.6 -1.5
H 0.218434 -0.493858 1.771875 -0.3 0.2 -1.2
H 2.358120 2.381253 1.428649 1.5 0.1 -3.4
H 0.271694 1.594711 0.845558 0.2 1.0 0.5
H -1.115964 -1.973194 -3.445126 0.4 -0.4 2.5
H -1.180125 -3.050324 -2.066779 -0.4 -1.8 0.6
H -0.329323 -2.789863 1.227434 0.2 0.2 0.1
```
Forces are in eV/Å.

The energy above the lowest of the compared OMol25 structures with the same formula, charge and spin comes out at 66.1 kJ/mol. The max |F| comes out at 4.91 eV/A. The total energy is -12420.517 eV. Its expectation value of S² is 2.01. The total charge is +1. The spin multiplicity is 3. The calculation puts the LUMO energy (alpha / beta) at -0.120 / -0.264 Ha. The calculation puts the HOMO-LUMO gap (alpha / beta) at 6.46 / 6.35 eV. The value obtained for the highest occupied orbital energy (alpha / beta) is -9.74 / -13.52 eV.


Entry 3:
An isolated ion of composition C7H9N2O2 and charge +1 in a non-equilibrium geometry. Source: the OMol25 dataset; level of theory: ωB97M-V/def2-TZVPD.

The geometry in XYZ format:
```
20
Properties=species:S:1:pos:R:3:forces:R:3
C 0.322857 1.613070 -0.147589 2.6 -0.6 0.3
C 1.242027 0.487116 -0.139876 -1.2 2.6 0.3
C -0.947544 1.023979 -0.092575 -2.3 -2.6 0.0
C 2.676790 0.443110 -0.089577 -0.7 -1.9 0.3
C 2.601428 -1.777789 0.230391 -1.4 -2.9 4.3
C -2.258882 1.679812 -0.018356 -0.7 -2.4 -0.1
C -1.664344 -1.451840 -0.114939 0.8 0.2 -1.8
N -0.757628 -0.326336 -0.078561 -2.0 1.6 -0.6
N 0.513824 -0.636466 -0.055231 1.3 -0.3 0.0
O 3.473148 1.138051 0.410952 1.2 1.8 0.1
O 3.054807 -0.895406 -0.500107 2.2 3.3 -2.6
H 0.454159 2.684128 -0.075209 0.5 -0.2 -0.2
H 2.378662 -1.589238 1.387270 0.6 -0.5 -2.7
H 2.512283 -2.739245 -0.254098 -0.1 -0.3 0.4
H -2.348737 2.386100 -0.753794 0.2 2.3 -1.8
H -3.179106 1.100485 -0.158175 0.7 -0.8 -0.1
H -2.471778 2.118951 0.905542 0.3 1.1 1.7
H -2.109336 -1.657350 -1.070525 -0.1 0.5 -0.8
H -1.078682 -2.306465 0.067520 0.6 -1.0 0.8
H -2.413948 -1.294660 0.546945 -2.2 0.1 2.3
```
Forces are in eV/Å.

The energy above the lowest of the compared OMol25 structures with the same formula, charge and spin comes out at 143.8 kJ/mol. The max |F| comes out at 5.42 eV/A. The total energy is -14466.850 eV. Its expectation value of S² is 2.03. The total charge is +1. The spin multiplicity is 3. The calculation puts the LUMO energy (alpha / beta) at -0.158 / -0.307 Ha. The calculation puts the HOMO-LUMO gap (alpha / beta) at 5.79 / 6.22 eV. The value obtained for the highest occupied orbital energy (alpha / beta) is -10.09 / -14.58 eV.


Entry 4:
An isolated ion of composition C7H9N2S2 and charge +1 in a non-equilibrium geometry. Source: the OMol25 dataset; level of theory: ωB97M-V/def2-TZVPD.

The geometry in XYZ format:
```
20
Properties=species:S:1:pos:R:3:forces:R:3
C -0.085139 -1.065184 -0.930403 -2.5 3.1 4.5
C -0.367328 0.053322 0.253205 1.3 -4.2 -4.5
C -1.809470 -1.944070 0.164271 0.4 1.5 -0.5
C 1.524495 0.750585 -0.863272 -1.6 -0.3 0.6
C -2.953277 -2.763471 0.488125 -1.1 -2.5 0.2
C 2.521510 1.794920 -1.157376 2.0 -2.5 1.6
C 0.791534 2.011007 1.167848 1.2 -1.4 -0.3
N -1.035074 -2.018088 -0.860380 1.0 -0.5 -0.1
N 0.573895 0.988157 0.162998 2.6 -1.6 -3.0
S 1.331023 -0.709809 -1.792094 -0.9 1.6 1.4
S -1.624561 -0.487338 1.236358 0.4 -0.3 -0.7
H -3.899466 -2.266872 0.371246 -0.3 0.7 0.3
H -3.121514 -3.653289 -0.168570 0.9 0.7 0.4
H -2.843766 -3.149300 1.516250 -0.3 0.2 -0.3
H 2.074031 2.706006 -0.934652 0.0 1.9 0.3
H 3.502660 1.528731 -0.646224 -1.2 0.9 0.7
H 2.999748 1.741694 -2.082028 -0.4 0.1 -2.3
H 0.281477 2.862779 0.819852 -0.1 1.6 -0.1
H 0.225017 1.571179 1.961391 0.3 0.4 1.3
H 1.914206 2.049042 1.293453 -1.6 0.5 0.5
```
Forces are in eV/Å.

The energy above the lowest of the compared OMol25 structures with the same formula, charge and spin comes out at 156.4 kJ/mol. The max |F| comes out at 6.32 eV/A. The total energy is -32047.076 eV. The total charge is +1. The spin multiplicity is 1. The calculation puts the LUMO energy (alpha / beta) at -0.161 / -0.161 Ha. The calculation puts the HOMO-LUMO gap (alpha / beta) at 7.79 / 7.79 eV. The value obtained for the highest occupied orbital energy (alpha / beta) is -12.16 / -12.16 eV.